# 1
{
  "formula": "C42H42FeO3P2",
  "method": "ωB97M-V with the def2-TZVPD basis set",
  "species": ["Fe", "C", "C", "C", "C", "C", "C", "C", "C", "C", "H", "H", "H", "H", "H", "H", "H", "H", "H", "H", "H", "H", "H", "H", "H", "P", "P", "C", "C", "C", "C", "C", "C", "C", "C", "C", "C", "C", "C", "C", "C", "C", "C", "C", "C", "C", "C", "C", "C", "C", "C", "C", "C", "H", "H", "H", "H", "H", "H", "H", "H", "H", "H", "H", "H", "H", "H", "H", "H", "H", "H", "H", "H", "H", "H", "O", "C", "C", "C", "C", "C", "C", "C", "O", "O", "H", "H", "H", "H", "H"],
  "xyz": [[0.20745, 0.42316, 1.09401], [-1.49038, 0.87390, -4.40430], [-1.55811, -0.45526, -4.18378], [-0.79569, -1.45405, -5.01777], [0.62188, -1.05584, -5.49516], [1.48796, -0.27772, -4.55373], [1.53359, 1.06459, -4.54617], [0.65654, 1.91487, -5.40594], [-0.79479, 1.43806, -5.61510], [1.57830, 0.36630, 2.54974], [-2.06230, 1.58201, -3.79173], [-2.26609, -0.85339, -3.44566], [-1.36280, -1.69549, -5.92911], [-0.72496, -2.39843, -4.46735], [1.15584, -1.98813, -5.72334], [0.54301, -0.53649, -6.45526], [2.22959, -0.87208, -4.00915], [2.35928, 1.61647, -4.09824], [1.11410, 2.01151, -6.40348], [0.63975, 2.92728, -4.99052], [-1.36500, 2.30680, -5.97972], [-0.81107, 0.71766, -6.44260], [1.22450, 1.24415, 3.13512], [2.66846, 0.46705, 2.40061], [1.37473, -0.57660, 3.09571], [-1.26153, -0.68626, -0.06486], [2.03214, 0.02516, -0.01187], [-0.17036, -0.96970, -1.45252], [1.16597, -0.65964, -1.43339], [-2.18795, -2.17896, 0.27533], [-2.53319, -2.97288, -0.82610], [-3.30833, -4.11508, -0.63356], [-3.69761, -4.48345, 0.65893], [-3.32362, -3.70337, 1.76279], [-2.54839, -2.56359, 1.58288], [-2.37523, 0.74000, -0.32981], [-1.87596, 2.05877, -0.38805], [-2.77753, 3.12163, -0.50699], [-4.15507, 2.87961, -0.57129], [-4.63568, 1.56489, -0.56118], [-3.75372, 0.49325, -0.41488], [3.51607, -0.97569, 0.28939], [3.33819, -2.25880, 0.83435], [4.43808, -3.06349, 1.12633], [5.73293, -2.58996, 0.89776], [5.91742, -1.31510, 0.36018], [4.82307, -0.50222, 0.05717], [2.56594, 1.75078, -0.33459], [2.69084, 2.70579, 0.69202], [3.10065, 4.00357, 0.38818], [3.38028, 4.36596, -0.93204], [3.25846, 3.41755, -1.95169], [2.86523, 2.11330, -1.64863], [-0.64121, -1.42057, -2.33156], [1.78097, -0.89349, -2.29623], [-2.18184, -2.70141, -1.81978], [-3.58656, -4.70386, -1.50559], [-4.27122, -5.39860, 0.79863], [-3.63320, -3.99672, 2.76796], [-2.19898, -1.99191, 2.44756], [-0.79612, 2.25749, -0.32408], [-2.41097, 4.14666, -0.54566], [-4.85397, 3.71600, -0.63047], [-5.70240, 1.36727, -0.66605], [-4.13066, -0.52720, -0.35607], [2.33507, -2.62486, 1.04806], [4.27995, -4.05785, 1.53568], [6.58970, -3.21167, 1.14959], [6.93012, -0.95181, 0.17974], [4.98455, 0.49861, -0.34234], [2.44583, 2.43480, 1.71768], [3.19559, 4.73535, 1.18824], [3.67092, 5.38662, -1.16357], [3.46869, 3.68997, -2.98358], [2.75791, 1.36005, -2.42374], [-2.37575, 2.04541, 5.62571], [-2.07024, 0.95298, 6.33302], [-2.31491, 0.92902, 7.72418], [-1.87942, -0.15838, 8.46929], [-1.26138, -1.26752, 7.85221], [-1.05212, -1.25145, 6.47017], [-1.46025, -0.16261, 5.69261], [-1.25553, -0.14432, 4.18584], [-0.79470, -1.19239, 3.66772], [-1.51645, 0.94935, 3.56842], [-2.04847, 1.79474, 4.65558], [-2.83349, 1.77714, 8.16791], [-2.02902, -0.15186, 9.55122], [-0.95785, -2.14058, 8.43905], [-0.56746, -2.08478, 5.97177]],
  "homo_lumo_gap_ha": [0.2144, 0.2437],
  "s2": 6.028,
  "lumo_ha": [-0.0115, -0.0112],
  "e_homo_ev": [-6.1, -6.9],
  "spin_multiplicity": 5
}

---

# 2
{
  "formula": "C42H42O2OsP2",
  "method": "ωB97M-V with the def2-TZVPD basis set",
  "species": ["Os", "C", "C", "C", "C", "C", "C", "C", "C", "C", "H", "H", "H", "H", "H", "H", "H", "H", "H", "H", "H", "H", "H", "H", "H", "P", "P", "C", "C", "C", "C", "C", "C", "C", "C", "C", "C", "C", "C", "C", "C", "C", "C", "C", "C", "C", "C", "C", "C", "C", "C", "C", "C", "H", "H", "H", "H", "H", "H", "H", "H", "H", "H", "H", "H", "H", "H", "H", "H", "H", "H", "H", "H", "H", "H", "O", "C", "O", "C", "C", "C", "C", "C", "C", "H", "H", "H", "H", "H"],
  "xyz": [[0.66693, -0.29404, 2.97142], [2.12832, 1.05332, 3.99218], [1.97970, 1.44374, 2.63369], [3.02320, 1.10883, 1.58006], [3.01412, -0.31944, 1.01724], [2.04895, -1.25865, 1.70436], [2.24336, -1.58347, 3.11327], [3.48939, -1.06091, 3.82788], [3.40622, 0.35706, 4.39674], [-1.12747, -1.25388, 2.80909], [1.69766, 1.68385, 4.76098], [1.48521, 2.40514, 2.48609], [4.02037, 1.32453, 1.99204], [2.89343, 1.79931, 0.73693], [2.75216, -0.28566, -0.04909], [4.04276, -0.70546, 1.05486], [1.66264, -2.07617, 1.06451], [1.95698, -2.56722, 3.49970], [4.32143, -1.10525, 3.11690], [3.69424, -1.75706, 4.65481], [3.45817, 0.33408, 5.50222], [4.28044, 0.92190, 4.02153], [-1.74289, -0.42483, 3.21545], [-1.23110, -2.14742, 3.48288], [-1.50156, -1.46574, 1.80331], [-1.70624, 1.81971, -3.01394], [-1.69994, -1.07991, -3.53753], [-0.30012, 1.20847, -3.97814], [-0.36021, -0.11210, -4.29341], [-2.26971, 3.22330, -4.02668], [-1.46711, 3.81232, -5.00922], [-2.03152, 4.74902, -5.88194], [-3.36627, 5.15143, -5.72653], [-4.12822, 4.62646, -4.66691], [-3.59416, 3.65863, -3.82352], [-0.84045, 2.73661, -1.70048], [-0.37455, 1.82949, -0.74655], [0.27553, 2.30153, 0.37160], [0.62643, 3.65391, 0.48460], [0.16181, 4.56645, -0.47131], [-0.63733, 4.11515, -1.53617], [-2.46124, -1.76347, -5.11845], [-3.08746, -0.84690, -5.99771], [-3.56933, -1.28435, -7.23556], [-3.42835, -2.61981, -7.62921], [-2.82503, -3.52707, -6.75425], [-2.36058, -3.11120, -5.49643], [-0.75455, -2.51033, -2.90564], [-1.44689, -3.45706, -2.12754], [-0.80866, -4.61287, -1.69074], [0.53149, -4.83902, -2.02125], [1.23836, -3.87520, -2.74299], [0.60970, -2.69477, -3.15258], [0.51922, 1.87734, -4.26367], [0.30473, -0.61819, -5.01255], [-0.41409, 3.54102, -5.10929], [-1.42383, 5.17108, -6.68776], [-3.80503, 5.88147, -6.41604], [-5.14837, 4.98541, -4.49953], [-4.18224, 3.24281, -2.99963], [-0.51746, 0.75167, -0.86286], [0.46148, 1.53529, 1.13330], [1.25322, 3.99461, 1.31004], [0.40954, 5.62184, -0.37326], [-1.08872, 4.83179, -2.21821], [-3.16034, 0.21435, -5.72112], [-4.04956, -0.57809, -7.91024], [-3.78205, -2.94996, -8.60551], [-2.71166, -4.57075, -7.04520], [-1.90525, -3.84542, -4.82177], [-2.49202, -3.26845, -1.87592], [-1.36062, -5.34094, -1.09363], [1.02540, -5.76317, -1.71231], [2.29103, -4.02021, -2.98633], [1.18398, -1.92263, -3.66203], [0.77015, -2.78840, 5.40567], [0.67700, -1.61104, 5.76080], [0.30183, -0.57583, 5.04081], [1.03510, -1.25698, 7.20352], [0.65963, 0.00536, 7.66686], [0.83222, 0.37637, 9.00084], [1.40907, -0.53387, 9.91072], [1.88350, -1.77589, 9.43845], [1.70465, -2.12834, 8.08856], [0.23773, 0.67022, 6.91442], [0.50801, 1.37784, 9.29945], [1.51873, -0.25746, 10.96264], [2.39199, -2.46346, 10.12428], [2.07495, -3.05439, 7.65594]],
  "homo_lumo_gap_ha": [0.2860, 0.1378],
  "s2": 6.047,
  "lumo_ha": [-0.1890, -0.3472],
  "charge": 2,
  "e_homo_ev": [-12.9, -13.2],
  "spin_multiplicity": 5
}